The following is a quantum chemistry calculation of C13H19O9P2Pd as an isolated structure, from the Open Molecules 2025 dataset.

Summary:
* spin multiplicity: 5
* energy relative to the best compared isomer or geometry (same formula, charge and spin): 0.00 kcal/mol
* LUMO level (alpha / beta): -2.58 / -5.71 eV
* total charge: +1
* HOMO level (alpha / beta): -12.24 / -13.07 eV
* maximum force: 0.01054 hartree/bohr
* gap between HOMO and LUMO (alpha / beta): 9.6657 / 7.3566 eV

Each line ends with the natural charge from an NBO analysis.
Geometry (Å):
Pd -0.35029 1.42671 0.95202  1.2740
O 0.79320 4.48736 3.90091  -0.9898
P 1.15670 3.65630 2.63320  2.1027
O 1.85977 1.17322 0.54096  -0.7641
O 0.03325 3.48804 1.64232  -1.0849
O 1.63047 2.20466 3.15119  -1.1042
P 0.50158 1.34151 4.05325  2.5371
O 1.32818 0.02437 4.36794  -0.9807
O 0.16153 2.18960 5.20730  -1.1146
O -0.56511 0.98633 3.03201  -1.1271
H 0.53314 3.89118 4.66091  0.5622
H 1.74363 0.05276 5.24108  0.5276
O -3.63503 1.73416 0.96548  -0.3668
C -2.52478 1.62735 0.95500  0.5455
C -0.86744 -3.47076 0.44164  -0.6040
C -1.66864 -2.93214 -0.75043  -0.2430
C -2.89615 -2.14157 -0.28006  -0.6020
C -0.79293 -2.16289 -1.70715  0.0673
C -0.55419 -2.64401 -2.97287  -0.2296
C 0.28090 -1.96460 -3.85473  -0.0717
C 0.90663 -0.76383 -3.47580  -0.2339
C 0.71339 -0.21312 -2.23882  0.0461
C 1.41420 1.08746 -1.90216  -0.3026
C 2.43952 1.02293 -0.77062  -0.0566
C 0.46195 2.28196 -1.81345  -0.5578
C -0.16416 -0.90420 -1.31126  0.3867
O -0.39408 -0.48558 -0.14724  -0.6276
H -1.50788 -4.11506 1.04424  0.2272
H -0.50743 -2.66105 1.07475  0.2176
H -0.01301 -4.06267 0.11116  0.2148
H -2.03016 -3.79186 -1.31929  0.2152
H -2.60624 -1.36801 0.42855  0.2052
H -3.58728 -2.81470 0.22694  0.2293
H -3.42871 -1.68188 -1.11426  0.2128
H -1.01770 -3.57093 -3.28555  0.2359
H 0.45841 -2.36852 -4.84249  0.2339
H 1.56096 -0.27103 -4.18432  0.2291
H 2.04614 1.29410 -2.77139  0.2419
H 2.36106 0.68844 1.20550  0.5223
H 3.14290 1.84800 -0.90327  0.1974
H 2.99322 0.08469 -0.80985  0.2012
H -0.24157 2.24821 -0.96461  0.1405
H -0.17397 2.32781 -2.69615  0.2440
H 1.00602 3.22125 -1.72062  0.2435

The following is a quantum chemistry calculation of one molecule with the formula C13H19OP at a distorted geometry, from the Open Molecules 2025 dataset.

Summary:
* energy relative to the best compared isomer or geometry (same formula, charge and spin): 52.90 kcal/mol
* LUMO level (alpha / beta): -0.05 / -0.05 eV
* HOMO level (alpha / beta): -7.26 / -7.26 eV
* maximum force: 0.08100 hartree/bohr
* gap between HOMO and LUMO (alpha / beta): 7.2041 / 7.2048 eV

Each line ends with the natural charge from an NBO analysis.
Geometry (Å):
C -3.45390 -1.54636 -0.89638  -0.2436
C -3.14531 -2.30995 0.18684  -0.2034
C -2.49521 -0.65791 -1.41573  -0.1829
C -1.90453 -2.12580 0.81308  -0.2371
C -1.24538 -0.58906 -0.84708  -0.2342
C -0.95541 -1.27253 0.27189  -0.0015
C 1.17050 -3.03159 2.14299  -0.5872
C 2.07990 2.84281 -0.00872  -0.7003
C 1.58384 2.03051 -2.28391  -0.6683
C -0.30332 2.75118 -0.70720  -0.6611
C 0.77807 -1.55706 2.11134  -0.4394
C 0.30048 -1.04898 0.84765  -0.5048
C 1.09812 2.15059 -0.84786  -0.0396
O 2.66477 0.22474 0.72757  -1.0730
P 1.28678 0.26597 0.23782  1.6008
H -4.41723 -1.64022 -1.48595  0.2150
H -3.98820 -3.04869 0.49729  0.2235
H -2.68357 -0.08250 -2.27750  0.2043
H -1.61278 -2.63491 1.77731  0.2091
H -0.53713 0.07327 -1.36015  0.1919
H 0.14662 -3.49808 1.91339  0.1936
H 1.93977 -3.18812 1.33155  0.2112
H 1.48201 -3.22310 3.10631  0.2065
H 2.96992 2.19476 0.17248  0.2817
H 1.61288 3.12398 0.92819  0.2197
H 2.61298 3.73393 -0.57777  0.2220
H 1.98870 1.08637 -2.28433  0.2290
H 2.34142 2.71266 -2.63928  0.2297
H 0.77629 1.96901 -3.02428  0.2176
H -0.10178 3.81562 -1.03979  0.2338
H -0.61631 2.85796 0.35917  0.2187
H -1.02034 2.06950 -1.11164  0.2301
H -0.00689 -1.57369 2.88775  0.2018
H 1.65426 -0.87432 2.49493  0.2363

The following is a quantum chemistry calculation of C13H20BCoF13N4OS2 as an isolated structure at a distorted geometry, from the Open Molecules 2025 dataset.

Summary:
* spin multiplicity: 5
* energy relative to the best compared isomer or geometry (same formula, charge and spin): 0.00 kcal/mol
* LUMO level (alpha / beta): -2.77 / -7.48 eV
* total charge: +1
* HOMO level (alpha / beta): -12.89 / -12.86 eV
* maximum force: 0.04084 hartree/bohr
* gap between HOMO and LUMO (alpha / beta): 10.1158 / 5.3770 eV

Each line ends with the natural charge from an NBO analysis.
Geometry (Å):
Co 11.35286 7.59114 9.64931  1.4151
C 10.31534 4.54456 5.63894  -0.6182
C 10.67408 5.94145 6.16831  -0.2421
N 9.52592 6.73010 6.53462  -0.5292
C 8.90136 6.71810 7.70882  0.3468
S 9.66171 6.05248 9.14086  0.1406
N 7.71619 7.32376 7.85543  -0.5284
C 6.87499 7.93007 6.81052  -0.2360
C 6.06016 6.87888 6.08017  -0.6263
H 11.24911 4.01438 5.39505  0.2410
H 9.69062 4.61188 4.72605  0.2198
H 9.75645 3.97026 6.39893  0.2103
H 11.20335 6.48794 5.36792  0.2360
H 11.33378 5.85184 7.03359  0.2337
H 9.10909 7.34300 5.83659  0.4351
H 7.55003 7.61590 8.81609  0.4430
H 7.51742 8.50818 6.11953  0.2180
H 6.23342 8.66668 7.33064  0.2481
H 6.71149 6.15246 5.56803  0.2087
H 5.40214 7.33946 5.32859  0.2429
H 5.39829 6.32732 6.78021  0.2269
F 14.79007 5.25266 9.91019  -0.2926
C 15.05449 6.55272 9.73242  0.9611
F 14.77355 7.22933 10.89541  -0.3548
F 16.36392 6.72427 9.45127  -0.2975
C 14.08721 7.14332 8.60148  0.0432
O 12.80939 6.71934 8.76326  -0.8832
C 14.24496 8.74769 8.64620  0.9601
F 13.86577 9.28002 7.48231  -0.2914
F 13.34824 9.20408 9.61729  -0.3647
F 15.47580 9.16501 8.97536  -0.2913
C 14.58367 6.59193 7.17821  0.9661
F 14.65471 5.25570 7.23544  -0.3010
F 15.79126 7.10578 6.82724  -0.3070
F 13.66135 6.94607 6.23759  -0.3221
F 8.26086 9.73346 9.20364  -0.5781
B 9.46507 10.07212 8.45844  1.3671
F 9.75554 11.41103 8.58708  -0.5371
F 9.40988 9.68360 7.08896  -0.5671
F 10.59120 9.37685 9.05715  -0.6014
C 10.04975 10.62888 12.05266  -0.4202
N 11.42900 10.23306 12.37099  -0.3601
C 12.48012 11.17592 12.83713  -0.2257
C 13.72036 10.28295 13.07039  -0.2326
N 13.23924 8.97613 12.67985  -0.5555
C 11.93285 8.98685 12.32696  0.3664
S 11.04877 7.53629 11.90724  -0.2298
H 9.64811 11.22046 12.89399  0.2226
H 9.44603 9.73278 11.90391  0.2396
H 10.03654 11.20811 11.11814  0.2461
H 12.14366 11.71000 13.74757  0.2272
H 12.67782 11.94478 12.07928  0.2294
H 14.05046 10.26551 14.12901  0.2230
H 14.60746 10.58598 12.47553  0.2289
H 13.80211 8.14474 12.58172  0.4471

The following is a quantum chemistry calculation of a 4-piece molecular cluster, C13H20BIN3O8P overall at a distorted geometry, from the Open Molecules 2025 dataset.

Summary:
* LUMO level: 0.20 eV
* structure (SMILES): CCOB(O)[C@@]1(CC(=O)I)OC(=O)O[C@H]1P(O)O.CC#N.CC#N.CC#N
* HOMO level: -9.37 eV
* maximum force: 0.02688 hartree/bohr
* gap between HOMO and LUMO: 9.5718 eV

Each line ends with the natural charge from an NBO analysis.
Geometry (Å):
C -0.11796 -3.40079 2.37085  -0.6303
C -0.71503 -3.43360 0.96696  -0.0592
O -1.64518 -2.37231 0.74342  -0.7156
B -1.21143 -1.14596 0.36835  1.2095
O -0.41055 -0.92157 -0.72536  -0.9489
C -1.79625 0.13439 1.18874  -0.0855
C -3.13157 0.66219 0.59040  -0.5416
C -4.28383 0.60535 1.57288  0.4979
O -4.59994 1.53320 2.23253  -0.4993
I -5.37981 -1.23136 1.68370  0.0506
O -2.13697 -0.45183 2.49925  -0.5021
C -1.63433 0.25390 3.52460  0.9661
O -1.72220 -0.06089 4.66666  -0.5689
O -1.01409 1.35830 3.06485  -0.4936
C -0.83105 1.25049 1.64314  -0.2732
P 0.93654 1.06613 1.14412  1.3393
O 1.54447 2.22482 2.13678  -0.9905
O 1.41000 -0.33785 1.83280  -0.9922
H -0.70164 -4.02417 3.04601  0.2193
H -0.08157 -2.39384 2.78105  0.2057
H 0.89743 -3.79997 2.34891  0.2180
H 0.06140 -3.46698 0.19667  0.1714
H -1.27687 -4.36317 0.86066  0.1912
H 0.50315 -1.23671 -0.64818  0.5281
H -3.41627 0.11147 -0.30749  0.2431
H -3.03860 1.71442 0.31793  0.2422
H -1.08425 2.24556 1.26470  0.2217
H 2.49477 2.05110 2.20266  0.5001
H 1.19574 -0.42331 2.77720  0.4945
C 1.68667 -0.96403 -3.95615  -0.7255
C 2.30188 -1.30552 -2.67981  0.3144
N 2.76856 -1.56214 -1.65940  -0.3790
H 1.12855 -1.81854 -4.33264  0.2513
H 1.00823 -0.12477 -3.82346  0.2675
H 2.44999 -0.68844 -4.67440  0.2719
C 1.45858 5.13422 3.97937  -0.7202
C 2.17611 6.32623 4.41200  0.2861
N 2.74475 7.26499 4.75363  -0.3348
H 1.42023 4.40899 4.78951  0.2572
H 0.44268 5.39694 3.69187  0.2547
H 1.96153 4.68546 3.12630  0.2558
C 1.62175 -1.82868 -8.68005  -0.7222
C 1.57630 -0.81030 -7.63983  0.3054
N 1.54043 -0.00352 -6.82148  -0.3547
H 1.73530 -1.35538 -9.65306  0.2597
H 2.46412 -2.49541 -8.50718  0.2573
H 0.70021 -2.40709 -8.67003  0.2575

The following is a quantum chemistry calculation of C13H20BrCaCl2CsLiN4O16PS3 as an isolated structure at a distorted geometry, from the Open Molecules 2025 dataset.

Summary:
* LUMO level: -4.89 eV
* HOMO level: -6.38 eV
* maximum force: 0.17239 hartree/bohr
* gap between HOMO and LUMO: 1.4932 eV

Each line ends with the Löwdin charge.
Geometry (Å):
N -3.02302 1.88106 -0.57011  -0.3163
P -1.76116 2.25313 -1.52416  0.7205
C -1.56403 0.81764 -2.72497  -0.2892
C -2.89687 0.17452 -3.33108  -0.1161
C -2.82517 -1.06232 -4.30500  -0.0375
C -1.40326 -1.58211 -4.60670  -0.1139
C -0.06128 -0.90847 -4.02921  -0.1214
C -0.11864 0.30126 -3.07960  0.0367
C 1.17131 -1.75459 -4.64292  -0.6757
O 2.40545 -1.41870 -4.95737  -0.1505
N 0.48716 -3.11830 -4.83126  -0.5876
S 0.42115 -3.72203 -3.19021  0.4930
C -0.86105 -2.81413 -5.49644  -0.7008
O -1.33581 -3.43273 -6.55236  -0.2003
H -3.72000 2.64255 -0.69609  -0.0333
H -1.95053 3.47045 -2.25263  0.0014
H -0.54214 2.36287 -0.76616  0.0169
H -3.94105 0.57441 -3.04877  0.0746
H -3.73673 -1.57091 -4.75678  0.1143
H 0.83938 0.75231 -2.66673  0.1223
H -0.65033 -3.19294 -2.47883  -0.0604
C -3.16678 -0.83674 3.40300  -0.1574
C -1.82239 -0.31941 3.88816  -0.1614
O -0.88753 -0.72292 2.88655  -0.1858
S -1.62647 -0.72722 1.44401  0.6327
O -1.32665 0.50598 0.78071  -0.2994
O -1.41794 -2.00773 0.83210  -0.2665
O -3.15229 -0.65236 1.98523  -0.1887
H -3.27543 -1.90575 3.60641  0.1351
H -4.00206 -0.29671 3.84951  0.1415
H -1.54572 -0.72739 4.85971  0.1021
H -1.81395 0.77319 3.93748  0.1430
Cl -1.49200 -0.86876 7.99721  0.5292
C -0.02193 -1.33214 7.09952  -0.6869
C 1.20926 -1.35699 7.98129  -0.6563
Cl 1.69006 0.27054 8.50872  0.5857
H 0.09775 -0.63782 6.26568  0.0490
H -0.20469 -2.32840 6.69018  0.0693
H 2.05387 -1.77104 7.42638  0.0784
H 1.05452 -1.96970 8.87119  0.0744
O 5.30448 1.35049 10.01982  -0.1240
S 5.83409 0.35770 9.03767  0.2777
O 7.09527 -0.19851 9.54354  -0.2245
O 6.07182 1.02757 7.75501  -0.2860
O 4.85496 -0.72078 8.85974  -0.3308
O -2.12466 1.37692 -6.48951  -0.0646
H -1.77467 0.88063 -7.24330  0.0486
H -2.14942 0.72546 -5.77155  -0.0379
Cs 0.78524 -1.97318 -7.00806  1.7509
Ca 1.99648 -4.81314 -1.24421  1.0131
C -0.36554 3.29643 -10.17370  0.0258
N -0.12221 1.88005 -10.54258  -0.5804
O -0.80677 1.02327 -9.98216  -0.2622
O 0.74005 1.66995 -11.37660  -0.0159
H -1.15551 3.33375 -9.42557  0.0843
H 0.56519 3.69585 -9.77245  0.0948
H -0.66592 3.82471 -11.07852  0.0994
N 6.71667 1.94907 12.60759  -0.5324
O 6.27190 1.25517 11.65060  0.0675
O 6.68558 3.17900 12.54406  0.0532
O 7.17818 1.38230 13.59550  0.0801
Li -4.42229 1.26602 -5.17013  0.8427
Br -1.79595 0.48963 -12.14087  -0.0942

The following is a quantum chemistry calculation of an isolated ion of composition C13H20I2N2O2PS and charge +1 at a distorted geometry, from the Open Molecules 2025 dataset.

Summary:
* energy relative to the best compared isomer or geometry (same formula, charge and spin): 0.00 kcal/mol
* LUMO level: -4.85 eV
* total charge: +1
* HOMO level: -11.89 eV
* maximum force: 0.05043 hartree/bohr
* gap between HOMO and LUMO: 7.0448 eV

Each line ends with the natural charge from an NBO analysis.
Geometry (Å):
C -1.18541 -4.81456 -0.11372  -0.6260
C -0.46523 -3.53731 0.19583  -0.0676
O -0.61371 -3.19525 1.58095  -0.5425
C -0.12144 -1.93072 1.80564  0.8260
O 1.06018 -1.73751 1.95601  -0.5573
C -1.18175 -0.87093 1.82207  -0.5457
C -0.83884 0.35146 2.66069  -0.3916
C 0.47362 1.06626 2.34689  -0.4707
C 0.69425 1.55289 0.95184  0.0393
C -0.27084 1.74585 0.02443  -0.1487
C 0.00883 2.21957 -1.26420  0.2032
C -0.99894 2.50234 -2.34021  -0.3757
I -2.69744 3.51661 -1.47032  0.1752
C -1.48550 1.25035 -3.11473  -0.3204
C -0.32645 0.31800 -3.53394  -0.6551
I -2.95342 0.11795 -2.01346  0.1147
N 1.23513 2.50333 -1.60942  -0.1757
N 2.14254 2.31171 -0.68583  -0.2202
C 1.98206 1.87192 0.53603  -0.0271
P 3.45677 1.64673 1.60940  0.7889
S 3.86219 -0.24612 1.68931  -0.4372
H -0.79075 -5.23153 -1.03190  0.2225
H -1.05807 -5.56726 0.65463  0.2312
H -2.24502 -4.65926 -0.26774  0.2121
H 0.58650 -3.60644 -0.06708  0.1857
H -0.89562 -2.75139 -0.42579  0.1582
H -1.44974 -0.65657 0.79899  0.2351
H -2.06507 -1.32623 2.25532  0.2589
H -0.79739 0.05033 3.69910  0.2410
H -1.65676 1.06170 2.59260  0.2163
H 0.52007 1.94285 2.99321  0.2425
H 1.32370 0.45225 2.61762  0.2785
H -1.29203 1.54406 0.27475  0.2648
H -0.52440 3.19369 -3.01723  0.2662
H -1.97403 1.61372 -4.00275  0.2408
H -0.35342 0.20050 -4.61026  0.2424
H -0.47592 -0.66608 -3.12491  0.2361
H 0.64864 0.70964 -3.27817  0.2150
H 3.08795 2.53961 -0.97538  0.4304
H 4.51333 2.35529 1.00953  0.0115
H 3.12144 2.15852 2.87222  0.0249